Molecular formula: C26H44Cl14O12
Method: DFT, ωB97M-V with the def2-TZVPD basis set

Values from the calculation:
spin multiplicity	1
charge	0
Kohn-Sham gap	9.4	eV
HOMO level	-0.357	hartree
SMILES	O=C1OCCO1.O=C1OCCO1.O=C1OCCO1.O=C1OCCO1.ClCCCl.ClCCCl.ClCCCl.ClCCCl.ClCCCl.ClCCCl.ClCCCl
largest force on an atom	4.47	eV Å⁻¹

The geometry in XYZ format:
```
96
C26H44Cl14O12 | the Open Molecules 2025 dataset | ωB97M-V with the def2-TZVPD basis set
C 2.203 5.413 0.652
C 1.835 4.868 -0.755
O 0.877 5.809 -1.192
C 0.908 6.916 -0.450
O 0.311 7.924 -0.691
O 1.723 6.741 0.606
H 3.280 5.405 0.834
H 1.845 4.794 1.476
H 1.395 3.881 -0.637
H 2.733 4.787 -1.365
C -3.752 -0.848 -2.843
C -2.971 -0.217 -1.707
O -1.806 0.231 -2.397
C -2.162 0.537 -3.668
O -1.443 1.141 -4.399
O -3.290 -0.108 -3.982
H -4.808 -0.702 -2.633
H -3.421 -1.876 -2.979
H -2.648 -0.930 -0.950
H -3.457 0.633 -1.221
C -2.984 -3.921 0.998
C -4.139 -2.999 1.382
O -3.611 -1.747 1.018
C -2.263 -1.799 1.022
O -1.505 -0.890 0.932
O -1.881 -3.076 1.215
H -3.100 -4.266 -0.036
H -2.994 -4.836 1.592
H -4.298 -3.091 2.460
H -5.024 -3.258 0.805
C 0.069 -4.133 -0.901
C -0.815 -5.399 -0.840
O -2.057 -4.962 -1.401
C -1.988 -3.674 -1.714
O -2.911 -2.996 -2.059
O -0.775 -3.156 -1.496
H 0.948 -4.284 -1.520
H 0.278 -3.918 0.146
H -1.022 -5.651 0.201
H -0.400 -6.264 -1.351
Cl -4.083 3.180 0.354
C -2.999 4.568 -0.108
C -2.124 4.225 -1.282
Cl -3.070 3.997 -2.776
H -2.394 4.768 0.773
H -3.620 5.431 -0.329
H -1.432 3.402 -1.113
H -1.460 5.060 -1.516
Cl -0.601 -2.947 -5.101
C -0.342 -1.263 -4.565
C -0.215 -0.272 -5.683
Cl 1.323 -0.537 -6.608
H 0.565 -1.225 -3.965
H -1.200 -0.956 -3.967
H -0.102 0.740 -5.299
H -1.075 -0.236 -6.347
Cl 3.677 0.811 2.174
C 2.692 1.072 3.610
C 3.173 2.172 4.541
Cl 2.802 3.747 3.782
H 2.571 0.142 4.174
H 1.668 1.253 3.280
H 4.255 2.107 4.643
H 2.740 2.120 5.535
Cl 2.520 -2.345 2.154
C 2.242 -3.623 3.367
C 0.746 -3.845 3.544
Cl -0.165 -2.367 3.833
H 2.706 -3.175 4.243
H 2.787 -4.520 3.090
H 0.501 -4.579 4.311
H 0.382 -4.324 2.632
Cl 7.547 -1.028 -1.736
C 5.901 -0.741 -1.066
C 5.841 -1.076 0.419
Cl 6.541 -2.683 0.810
H 5.221 -1.357 -1.647
H 5.692 0.305 -1.272
H 4.805 -1.122 0.730
H 6.511 -0.431 0.978
Cl -0.793 2.778 4.986
C -1.539 1.521 3.953
C -1.710 1.921 2.514
Cl -0.329 2.757 1.716
H -2.521 1.305 4.372
H -0.943 0.621 4.102
H -2.552 2.608 2.467
H -1.920 1.065 1.880
Cl 0.438 1.798 -2.026
C -0.074 0.384 -1.087
C 1.103 -0.235 -0.372
Cl 2.203 -1.000 -1.566
H -0.506 -0.316 -1.795
H -0.816 0.780 -0.399
H 0.825 -0.998 0.351
H 1.722 0.489 0.153
```

Molecular formula: C26H44Cl2O2P2Ru
Method: DFT, ωB97M-V with the def2-TZVPD basis set

Values from the calculation:
spin multiplicity	6
charge	+1
Kohn-Sham gap (alpha / beta)	7.5 / 4.2	eV
HOMO level (alpha / beta)	-0.367 / -0.389	hartree
largest force on an atom	5.95	eV Å⁻¹

The geometry in XYZ format:
```
77
C26H44Cl2O2P2Ru | the Open Molecules 2025 dataset | ωB97M-V with the def2-TZVPD basis set
Ru 0.910 -0.585 -1.919
C 2.237 -1.047 1.556
C 1.178 -1.870 1.114
C 2.508 -1.277 -0.721
C 3.009 -0.623 0.451
C 1.315 -2.035 -0.341
C 2.580 -0.767 2.965
H 1.938 -1.324 3.653
H 2.492 0.311 3.187
H 3.624 -1.045 3.179
C 4.247 0.164 0.518
H 4.715 -0.006 1.497
H 4.031 1.240 0.420
H 4.924 -0.155 -0.285
C 3.247 -1.564 -1.968
H 3.367 -2.642 -2.105
H 4.204 -1.051 -1.924
H 2.665 -1.135 -2.834
C 0.870 -3.204 -1.120
H 1.706 -3.871 -1.398
H 0.495 -2.730 -2.069
H 0.063 -3.751 -0.623
C 0.239 -2.567 2.012
H 0.759 -3.180 2.762
H -0.443 -3.214 1.454
H -0.362 -1.838 2.568
C -0.433 1.479 2.438
C -0.634 0.723 3.530
C -1.944 0.351 4.170
C -3.192 0.392 3.253
C -3.233 -0.678 2.227
C -2.404 -0.838 1.210
C -1.442 0.162 0.607
C -1.307 1.555 1.222
H -2.158 1.053 5.002
H -3.264 1.387 2.810
H -1.839 -0.644 4.634
H -2.306 2.000 1.347
H 0.389 2.217 2.450
H 0.254 0.417 4.099
H -0.740 2.201 0.535
H -0.432 -0.262 0.418
H -2.374 -1.785 0.637
H -1.779 0.310 -0.453
H -4.070 0.235 3.891
H -4.024 -1.415 2.330
P -2.062 1.605 -2.017
P -0.557 -1.221 -3.256
C -2.662 0.667 -3.491
C -1.476 0.077 -4.238
H -3.218 1.368 -4.125
H -3.354 -0.104 -3.114
H -1.800 -0.351 -5.197
H -0.718 0.851 -4.432
C 0.362 -2.010 -4.625
H 0.942 -2.839 -4.204
H 1.056 -1.239 -4.992
H -0.309 -2.354 -5.424
C -1.890 -2.441 -2.795
H -2.587 -2.649 -3.621
H -2.457 -2.069 -1.928
H -1.419 -3.387 -2.494
C -1.710 3.292 -2.662
H -1.238 3.859 -1.847
H -2.642 3.794 -2.958
H -1.023 3.226 -3.513
C -3.775 1.977 -1.373
H -4.455 1.129 -1.538
H -4.181 2.852 -1.899
H -3.759 2.202 -0.298
Cl 5.538 2.981 2.797
C 4.045 3.911 3.033
Cl 3.987 5.394 2.085
C 2.860 2.954 2.607
O 2.378 2.426 3.640
O 2.596 2.844 1.395
H 3.942 4.160 4.095
```

Molecular formula: C26H44Cl2O2P2Tl
Method: DFT, ωB97M-V with the def2-TZVPD basis set

Values from the calculation:
spin multiplicity	1
charge	+1
Kohn-Sham gap (alpha / beta)	3.6 / 3.6	eV
HOMO level (alpha / beta)	-0.344 / -0.344	hartree
largest force on an atom	1.68	eV Å⁻¹

The geometry in XYZ format:
```
77
C26H44Cl2O2P2Tl | the Open Molecules 2025 dataset | ωB97M-V with the def2-TZVPD basis set
Tl -3.225 0.406 0.839
C 0.814 0.302 4.384
C 1.864 0.780 3.549
C 0.077 2.225 3.338
C -0.285 1.205 4.253
C 1.404 1.958 2.890
C 0.862 -0.865 5.299
H 1.877 -1.285 5.386
H 0.181 -1.651 4.931
H 0.524 -0.569 6.308
C -1.534 1.157 5.042
H -1.938 0.131 5.075
H -2.306 1.805 4.600
H -1.375 1.485 6.089
C -0.753 3.406 3.024
H -0.722 4.145 3.840
H -1.800 3.108 2.882
H -0.402 3.900 2.115
C 2.228 2.820 2.018
H 2.961 3.409 2.609
H 1.576 3.524 1.476
H 2.788 2.211 1.285
C 3.234 0.237 3.453
H 3.961 0.996 3.782
H 3.483 -0.036 2.418
H 3.353 -0.644 4.096
C 0.161 -2.306 1.086
C 1.244 -2.400 1.863
C 2.644 -2.592 1.401
C 3.079 -2.037 0.011
C 2.887 -0.573 -0.266
C 1.785 0.090 -0.655
C 0.356 -0.323 -0.373
C 0.169 -1.872 -0.354
H 2.872 -3.676 1.396
H 2.712 -2.695 -0.792
H 3.311 -2.159 2.162
H 0.968 -2.356 -0.932
H -0.836 -2.322 1.560
H 1.133 -2.380 2.955
H -0.778 -2.162 -0.859
H -0.027 0.073 0.602
H 1.907 1.088 -1.133
H -0.277 0.141 -1.157
H 4.173 -2.148 -0.003
H 3.829 -0.001 -0.337
P -1.352 -0.558 -4.147
P -1.183 2.134 -5.349
C -1.328 -0.567 -6.009
C -1.697 0.806 -6.552
H -2.026 -1.330 -6.367
H -0.327 -0.854 -6.351
H -1.242 1.007 -7.528
H -2.783 0.899 -6.668
C -1.782 3.542 -6.384
H -1.407 4.482 -5.959
H -2.879 3.554 -6.351
H -1.449 3.449 -7.428
C 0.605 2.213 -5.831
H 0.736 2.140 -6.919
H 1.166 1.410 -5.338
H 1.003 3.175 -5.487
C -2.781 -1.687 -3.884
H -2.787 -2.037 -2.842
H -2.729 -2.540 -4.575
H -3.700 -1.115 -4.072
C 0.066 -1.717 -3.903
H 0.948 -1.315 -4.419
H -0.167 -2.713 -4.307
H 0.306 -1.801 -2.834
Cl -1.580 -3.443 3.860
C -3.004 -2.483 4.403
Cl -2.842 -2.041 6.143
C -3.316 -1.283 3.461
O -4.288 -0.549 3.700
O -2.477 -1.162 2.461
H -3.867 -3.166 4.321
```

Calculated energy, -227558.0370; -77960.9386; -80077.6459 eV (same order as the records).